ORCA calculation (wB97M-V/def2-TZVPD) on a structure of composition C4H6IO5V.

Last column: Mulliken charge in e.
Atoms and positions in Å:
O 0.778 -1.027 3.011  -0.532
V 0.835 -2.617 2.864  1.317
O 1.900 -3.217 3.910  -0.572
I 2.040 -2.874 0.283  -0.201
C -0.705 0.351 -2.370  -1.258
C -0.169 0.218 -0.938  1.090
C 0.492 1.448 -0.298  -0.424
O -0.400 1.792 0.760  -0.344
C -1.382 0.908 0.880  0.684
O -2.244 0.956 1.711  -0.564
O -1.303 -0.035 -0.082  -0.388
H -1.616 -0.239 -2.390  0.304
H 0.027 0.004 -3.099  0.365
H -0.889 1.397 -2.616  0.331
H 0.530 -0.608 -0.824  -0.346
H 0.645 2.298 -0.965  0.265
H 1.462 1.247 0.162  0.274

Properties
Relative energy (zero: lowest compared OMol25 entry of this formula, charge and spin) in eV: 0.425
Multiplicity: 1
HOMO in eV: -9.7490
Kohn-Sham gap in eV: 7.01
E_LUMO in eV: -2.7